Entry 1:
ORCA calculation (ωB97M-V with the def2-TZVPD basis set) on C4H7ClO in the gas phase in a non-equilibrium geometry.

Its HOMO energy is -8.805 eV. The value obtained for the HOMO-LUMO gap is 9.702 eV. The value obtained for the molar mass is 106.55 g mol⁻¹. The total charge is 0. The energy relative to the best compared isomer or geometry (same formula, charge and spin) comes out at 108.3 kcal/mol. As for the LUMO energy: 0.0330 Ha. For the largest force on an atom, the calculation gives 0.0536 hartree/bohr.

Positions of all 13 atoms, in Å:
C: 1.289 -1.246 0.221
C: 0.049 -0.662 -0.403
C: -1.802 0.984 -0.149
C: -0.651 0.236 0.286
O: 2.284 1.218 0.377
Cl: 2.728 -0.116 -0.187
H: 1.581 -2.200 -0.244
H: 1.274 -1.372 1.284
H: 0.098 -0.763 -1.527
H: -1.584 1.906 -0.747
H: -2.310 0.467 -0.919
H: -2.511 1.270 0.641
H: -0.444 0.279 1.367



Entry 2:
ORCA calculation (ωB97M-V with the def2-TZVPD basis set) on a molecular structure, C23H42Cl3N2O4SiYb in a non-equilibrium geometry.

Its HOMO energy (spin up / spin down) is -7.896 / -7.895 eV. The value obtained for the HOMO-LUMO gap (spin up / spin down) is 7.994 / 7.994 eV. The value obtained for the molar mass is 718.08 g mol⁻¹. The total charge is 0. As for the spin multiplicity: 2. The energy relative to the best compared isomer or geometry (same formula, charge and spin) comes out at 0.0 kcal/mol. As for the LUMO energy (spin up / spin down): 0.0036 / 0.0036 Ha. As for the expectation value of S²: 0.7507. For the largest force on an atom, the calculation gives 0.0790 hartree/bohr.

Positions of all 76 atoms, in Å:
C: 3.252 1.233 2.566
C: 1.992 1.360 3.361
H: 3.924 2.080 2.741
H: 3.032 1.169 1.487
H: 3.804 0.317 2.828
C: 1.770 2.279 4.322
C: 2.734 3.315 4.797
H: 0.797 2.299 4.816
H: 3.672 3.332 4.228
H: 2.985 3.177 5.860
H: 2.266 4.308 4.719
Yb: 0.363 -0.031 -0.211
Cl: 0.911 -2.364 0.857
Cl: 2.652 0.698 -1.296
H: -2.172 -2.589 -4.656
H: 0.090 -3.958 -4.696
C: -1.554 -1.707 -4.469
C: 0.593 -3.001 -4.508
N: -0.319 -2.111 -3.814
H: -2.083 -1.006 -3.818
C: 0.031 -1.490 -2.686
O: -0.673 -0.592 -2.178
H: 1.466 -3.156 -3.864
H: 0.967 -1.832 -2.200
H: -1.337 -1.227 -5.430
H: 0.905 -2.549 -5.462
H: 1.786 3.449 1.079
H: -0.055 4.197 2.660
C: 1.146 3.673 0.212
C: -0.594 4.511 1.750
N: -0.248 3.656 0.627
H: 1.337 2.935 -0.577
C: -1.151 2.800 0.116
O: -0.901 1.924 -0.737
H: -1.674 4.437 1.924
H: -2.163 2.925 0.561
H: 1.399 4.684 -0.138
H: -0.327 5.553 1.523
O: 0.336 1.016 1.767
C: 0.829 0.475 2.889
C: -1.472 1.038 3.838
C: -0.310 0.265 3.912
H: -1.572 1.761 3.027
C: -2.487 0.868 4.784
H: 1.256 -0.525 2.644
C: -0.191 -0.728 4.884
H: -3.385 1.486 4.721
C: -2.339 -0.089 5.797
C: -1.194 -0.895 5.842
H: 0.706 -1.351 4.873
H: -3.125 -0.222 6.542
H: -1.079 -1.656 6.618
Si: 6.037 1.136 -4.243
Cl: 7.120 2.143 -2.796
C: 4.818 2.377 -4.939
C: 5.226 -0.301 -3.380
C: 7.247 0.551 -5.558
H: 4.169 2.747 -4.134
H: 4.186 1.916 -5.709
H: 5.345 3.230 -5.386
H: 7.769 1.401 -6.018
H: 6.724 0.001 -6.352
H: 8.001 -0.117 -5.120
H: 4.562 0.071 -2.581
H: 5.975 -0.962 -2.925
H: 4.606 -0.889 -4.070
C: -4.221 -1.028 0.213
C: -2.853 -1.657 0.137
C: -2.832 -3.109 -0.259
O: -1.840 -1.002 0.349
H: -5.004 -1.779 0.102
H: -4.307 -0.289 -0.589
H: -4.334 -0.506 1.166
H: -2.398 -3.199 -1.259
H: -2.196 -3.678 0.421
H: -3.838 -3.531 -0.273



Entry 3:
ORCA calculation (ωB97M-V with the def2-TZVPD basis set) on a gas-phase ion, C4H6ClN2O (charge +1) in a non-equilibrium geometry.

Its HOMO energy is -14.853 eV. The value obtained for the HOMO-LUMO gap is 9.946 eV. The value obtained for the molar mass is 133.56 g mol⁻¹. The total charge is +1. The energy relative to the best compared isomer or geometry (same formula, charge and spin) comes out at 46.6 kcal/mol. The SMILES is COC1=[NH+]C=N[C@H]1Cl. As for the LUMO energy: -0.1803 Ha. For the largest force on an atom, the calculation gives 0.0976 hartree/bohr.

Positions of all 14 atoms, in Å:
C: -1.780 -0.007 -0.623
C: -0.986 -1.890 0.209
C: -0.181 0.138 -0.088
C: 1.952 1.423 0.137
N: -1.919 -1.364 -0.458
N: 0.100 -1.110 0.414
O: 0.561 1.150 -0.244
Cl: -2.659 0.981 0.507
H: -1.741 0.515 -1.623
H: -0.888 -3.050 0.379
H: 2.378 0.601 0.772
H: 1.845 2.404 0.616
H: 2.346 1.617 -0.872
H: 0.973 -1.409 0.874



Entry 4:
ORCA calculation (ωB97M-V with the def2-TZVPD basis set) on a molecular structure, C54H65KN6O5S2Sb2 in a non-equilibrium geometry.

Its HOMO energy is -1.224 eV. The value obtained for the HOMO-LUMO gap is 4.513 eV. The value obtained for the molar mass is 1224.90 g mol⁻¹. The total charge is -2. The energy relative to the best compared isomer or geometry (same formula, charge and spin) comes out at 64.8 kcal/mol. As for the LUMO energy: 0.1209 Ha. For the largest force on an atom, the calculation gives 0.0366 hartree/bohr.

Positions of all 135 atoms, in Å:
K: -1.202 -0.352 0.628
C: -2.303 -0.144 -5.732
C: -1.059 -0.567 -6.178
C: 0.073 -0.053 -5.573
C: -0.025 0.853 -4.511
C: -1.266 1.334 -4.061
C: -2.383 0.799 -4.721
C: 1.297 1.228 -3.924
C: 2.126 2.160 -4.619
C: 3.401 2.369 -4.202
C: 3.895 1.642 -3.092
C: 5.238 1.711 -2.648
C: 5.664 0.937 -1.607
C: 4.755 0.079 -0.943
C: 3.444 0.023 -1.327
C: 2.991 0.782 -2.434
N: 1.709 0.595 -2.857
H: -3.207 -0.543 -6.177
H: -0.972 -1.297 -6.974
H: 1.055 -0.382 -5.900
H: -3.372 1.143 -4.426
H: 1.714 2.685 -5.471
H: 4.054 3.065 -4.719
H: 5.927 2.370 -3.166
H: 6.699 0.971 -1.290
H: 5.100 -0.541 -0.122
H: 2.731 -0.609 -0.814
O: 2.527 0.518 7.041
C: 2.201 -0.407 6.084
O: 1.994 -1.539 6.399
C: 2.222 0.138 4.706
C: 3.288 0.749 4.088
N: 2.877 1.053 2.842
N: 1.615 0.680 2.606
C: 1.197 0.126 3.730
C: -0.267 -0.222 3.900
O: -0.721 -0.074 5.040
O: -0.859 -0.526 2.831
H: 2.482 1.387 6.624
H: 4.293 0.947 4.424
H: 3.391 1.503 2.105
C: 0.767 -2.471 -2.371
C: -0.126 -3.534 -1.792
C: 0.230 -4.903 -1.901
C: -0.600 -5.837 -1.363
C: -1.815 -5.442 -0.752
C: -2.711 -6.392 -0.215
C: -3.889 -5.942 0.324
C: -4.213 -4.581 0.336
C: -3.376 -3.585 -0.173
S: -3.855 -1.930 -0.163
C: -2.112 -4.053 -0.714
N: -1.225 -3.140 -1.203
H: 1.074 -2.729 -3.388
H: 1.677 -2.336 -1.782
H: 0.246 -1.516 -2.405
H: 1.150 -5.183 -2.403
H: -0.359 -6.894 -1.410
H: -2.457 -7.445 -0.242
H: -4.594 -6.651 0.747
H: -5.157 -4.259 0.757
C: -3.042 1.741 -1.501
Sb: -1.953 3.129 -2.756
C: -0.170 3.230 -1.578
C: -2.764 4.712 -1.364
C: -1.856 5.554 -0.648
C: -1.051 6.486 -1.354
C: -0.093 7.272 -0.742
C: 0.121 7.181 0.632
C: -0.650 6.269 1.349
C: -1.611 5.460 0.760
C: -2.380 4.505 1.622
Sb: -1.403 2.628 2.174
C: -3.133 2.005 3.297
C: -0.422 3.436 3.910
H: -4.112 1.931 -1.577
H: -2.740 1.937 -0.471
H: -2.850 0.701 -1.765
H: 0.642 3.710 -2.127
H: 0.147 2.236 -1.272
H: -0.386 3.828 -0.698
H: -3.542 4.199 -0.807
H: -3.118 5.122 -2.308
H: -1.205 6.571 -2.426
H: 0.487 7.969 -1.341
H: 0.854 7.804 1.131
H: -0.498 6.174 2.421
H: -3.315 4.195 1.157
H: -2.634 4.964 2.583
H: -3.588 2.871 3.784
H: -2.816 1.272 4.040
H: -3.862 1.539 2.633
H: -1.116 4.107 4.419
H: 0.473 3.979 3.608
H: -0.155 2.615 4.577
C: 5.826 -5.139 0.783
C: 4.535 -4.690 1.461
C: 3.679 -3.841 0.534
S: 2.501 -2.775 1.426
O: 3.203 -2.342 2.671
C: 1.307 -4.064 1.840
C: 0.314 -3.591 2.884
C: -0.732 -4.665 3.160
H: 6.444 -5.729 1.461
H: 6.413 -4.276 0.460
H: 5.623 -5.749 -0.101
H: 4.757 -4.103 2.355
H: 3.972 -5.565 1.791
H: 3.094 -4.439 -0.168
H: 4.300 -3.153 -0.047
H: 1.846 -4.956 2.169
H: 0.796 -4.289 0.905
H: -0.194 -2.676 2.561
H: 0.852 -3.329 3.798
H: -1.320 -4.884 2.266
H: -1.421 -4.331 3.936
H: -0.268 -5.598 3.495
N: 1.443 3.938 1.055
C: 2.464 4.470 1.000
N: 3.634 5.110 0.886
C: 3.862 6.228 1.804
C: 5.358 6.489 1.896
C: 5.935 6.754 0.506
C: 5.606 5.604 -0.445
C: 4.108 5.348 -0.478
H: 3.427 5.973 2.769
H: 3.345 7.123 1.431
H: 5.841 5.611 2.335
H: 5.541 7.336 2.561
H: 7.015 6.911 0.561
H: 5.497 7.678 0.112
H: 6.109 4.691 -0.114
H: 5.957 5.826 -1.456
H: 3.859 4.478 -1.081
H: 3.583 6.215 -0.906



Entry 5:
ORCA calculation (ωB97M-V with the def2-TZVPD basis set) on 2 unconnected molecules or ions with the total composition C5H6O2 in a non-equilibrium geometry.

Its HOMO energy (spin up / spin down) is -9.231 / -8.952 eV. The value obtained for the HOMO-LUMO gap (spin up / spin down) is 9.089 / 6.952 eV. The value obtained for the molar mass is 98.10 g mol⁻¹. The total charge is 0. The energy relative to the best compared isomer or geometry (same formula, charge and spin) comes out at 205.7 kcal/mol. As for the LUMO energy (spin up / spin down): -0.0052 / -0.0735 Ha. For the largest force on an atom, the calculation gives 0.1025 hartree/bohr.

Positions of all 13 atoms, in Å:
O: 1.698 0.218 1.353
C: 0.206 1.268 0.503
C: 0.160 0.773 -0.964
C: -0.252 -0.767 -1.007
C: -0.044 -0.906 0.467
O: 1.044 -1.394 0.812
C: -0.591 0.246 1.266
H: 1.126 0.961 -1.438
H: -0.577 1.370 -1.530
H: 0.476 -1.377 -1.545
H: -1.262 -0.949 -1.360
H: -0.321 0.210 2.324
H: -1.662 0.347 1.119



Entry 6:
ORCA calculation (ωB97M-V with the def2-TZVPD basis set) on 4 unconnected molecules or ions with the total composition C30H69NO10P2S2 in a non-equilibrium geometry.

Its HOMO energy is -8.838 eV. The value obtained for the HOMO-LUMO gap is 8.904 eV. The value obtained for the molar mass is 729.96 g mol⁻¹. The total charge is 0. The SMILES is CCCCCCCCCCCCC[C@@H]1[C@H](COO)[C@H](P(O)(O)=S)S(=O)(=O)O[C@H]1[PH2]=N.CCOCC.CCOCC.CCOCC. As for the LUMO energy: 0.0024 Ha. For the largest force on an atom, the calculation gives 0.0428 hartree/bohr.

Positions of all 114 atoms, in Å:
C: -5.581 1.969 3.869
C: -6.916 1.626 3.217
C: -6.860 0.428 2.288
C: -6.681 -0.893 3.022
C: -6.552 -2.089 2.062
C: -5.297 -2.926 2.249
C: -5.151 -3.482 3.659
C: -3.896 -4.360 3.819
C: -2.942 -3.866 4.901
C: -2.445 -2.429 4.711
C: -1.027 -2.400 4.131
C: -0.616 -1.008 3.608
C: -0.168 -1.036 2.118
C: 1.058 -0.137 1.855
C: 2.186 -0.832 1.084
P: 3.878 -0.210 1.597
N: 5.027 -0.427 0.556
O: 2.011 -0.877 -0.333
S: 1.848 0.542 -1.043
O: 1.509 0.256 -2.384
O: 2.983 1.377 -0.913
C: 0.451 1.338 -0.214
P: -1.080 0.556 -0.857
O: -1.166 1.024 -2.375
O: -0.825 -1.005 -0.952
S: -2.709 1.038 0.045
C: 0.726 1.261 1.308
C: -0.315 1.987 2.141
O: 0.380 2.554 3.235
O: -0.401 2.429 4.409
H: -5.195 1.170 4.492
H: -5.727 2.828 4.520
H: -4.824 2.258 3.150
H: -7.222 2.489 2.631
H: -7.641 1.487 4.012
H: -7.830 0.361 1.796
H: -6.128 0.546 1.498
H: -7.604 -1.026 3.579
H: -5.861 -0.825 3.729
H: -6.533 -1.691 1.049
H: -7.446 -2.701 2.107
H: -5.363 -3.768 1.563
H: -4.398 -2.378 1.966
H: -5.128 -2.664 4.371
H: -6.044 -4.067 3.853
H: -3.394 -4.464 2.860
H: -4.227 -5.354 4.103
H: -3.500 -3.910 5.833
H: -2.123 -4.571 5.021
H: -2.473 -1.915 5.666
H: -3.093 -1.894 4.020
H: -0.905 -3.166 3.374
H: -0.380 -2.603 4.980
H: 0.121 -0.521 4.240
H: -1.507 -0.391 3.663
H: -1.037 -0.782 1.527
H: 0.103 -2.066 1.921
H: 1.490 0.051 2.837
H: 2.170 -1.860 1.423
H: 4.150 -0.823 2.840
H: 3.712 1.176 1.830
H: 4.672 -0.893 -0.273
H: 0.504 2.367 -0.547
H: -2.029 1.451 -2.502
H: -0.967 -1.265 -1.881
H: 1.633 1.842 1.468
H: -0.756 2.787 1.552
H: -1.133 1.361 2.461
H: 0.113 1.801 4.940
C: -0.112 1.163 -7.874
C: 1.205 0.463 -8.166
O: 2.345 1.169 -7.717
C: 2.414 1.423 -6.322
C: 2.411 0.172 -5.463
H: -0.121 2.158 -8.321
H: -0.943 0.587 -8.283
H: -0.283 1.280 -6.803
H: 1.327 0.364 -9.245
H: 1.201 -0.554 -7.757
H: 1.607 2.100 -6.020
H: 3.347 1.964 -6.169
H: 1.491 -0.402 -5.577
H: 2.509 0.435 -4.411
H: 3.243 -0.480 -5.739
C: 3.199 4.164 4.536
C: 2.262 5.088 3.775
O: 2.302 6.434 4.214
C: 3.553 7.089 4.113
C: 4.099 7.167 2.697
H: 2.973 4.188 5.603
H: 3.088 3.140 4.175
H: 4.245 4.448 4.414
H: 1.238 4.755 3.925
H: 2.454 5.032 2.696
H: 4.283 6.622 4.784
H: 3.386 8.098 4.490
H: 4.291 6.179 2.276
H: 5.038 7.721 2.687
H: 3.389 7.672 2.043
C: 3.711 -3.851 -5.635
C: 5.153 -3.986 -6.093
O: 5.337 -4.906 -7.154
C: 4.639 -4.623 -8.353
C: 4.999 -3.285 -8.978
H: 3.316 -4.820 -5.325
H: 3.646 -3.160 -4.794
H: 3.065 -3.470 -6.428
H: 5.759 -4.361 -5.268
H: 5.565 -3.007 -6.362
H: 3.558 -4.694 -8.190
H: 4.904 -5.425 -9.041
H: 4.746 -2.446 -8.329
H: 4.461 -3.153 -9.918
H: 6.070 -3.236 -9.180



Entry 7:
ORCA calculation (ωB97M-V with the def2-TZVPD basis set) on 11 unconnected molecules or ions with the total composition C31H42Cl6F4O24 in a non-equilibrium geometry.

Its HOMO energy is -10.272 eV. The value obtained for the HOMO-LUMO gap is 9.958 eV. The value obtained for the molar mass is 1087.36 g mol⁻¹. The total charge is 0. The energy relative to the best compared isomer or geometry (same formula, charge and spin) comes out at 120.7 kcal/mol. The SMILES is O=C1OC[C@@H](F)O1.O=C1OC[C@@H](F)O1.O=C1OC[C@@H](F)O1.O=C1OC[C@@H](F)O1.C[C@H]1COC(=O)O1.C[C@H]1COC(=O)O1.C[C@H]1COC(=O)O1.C[C@H]1COC(=O)O1.ClCCl.ClCCl.ClCCl. As for the LUMO energy: -0.0115 Ha. For the largest force on an atom, the calculation gives 0.1296 hartree/bohr.

Positions of all 107 atoms, in Å:
C: 6.440 0.928 -1.314
C: 7.114 1.697 -2.411
C: 8.402 2.450 -2.035
O: 9.309 2.180 -3.056
C: 8.822 1.198 -3.866
O: 9.342 0.749 -4.879
O: 7.589 0.822 -3.400
H: 5.693 0.265 -1.751
H: 5.935 1.633 -0.654
H: 7.039 0.169 -0.811
H: 6.364 2.348 -2.859
H: 8.751 2.030 -1.091
H: 8.178 3.509 -1.904
C: -7.802 -0.942 -4.709
C: -8.061 0.518 -4.224
C: -7.468 1.597 -5.092
O: -8.589 2.414 -5.315
C: -9.696 1.821 -4.859
O: -10.822 2.339 -4.907
O: -9.421 0.747 -4.260
H: -8.516 -1.667 -4.319
H: -6.860 -1.284 -4.281
H: -7.782 -0.959 -5.799
H: -7.786 0.732 -3.192
H: -7.139 1.182 -6.045
H: -6.764 2.192 -4.510
C: -8.671 -2.408 1.871
C: -9.110 -1.048 2.456
C: -8.417 0.160 1.828
O: -9.444 0.837 1.139
C: -10.625 0.281 1.400
O: -11.641 0.655 0.895
O: -10.447 -0.882 2.084
H: -9.335 -3.251 2.061
H: -7.690 -2.654 2.279
H: -8.476 -2.311 0.802
H: -8.981 -1.096 3.538
H: -7.580 -0.108 1.184
H: -7.984 0.852 2.550
C: 3.350 -0.722 -7.116
C: 3.082 -0.109 -8.473
C: 4.158 0.734 -9.165
O: 4.454 -0.002 -10.297
C: 3.685 -1.033 -10.423
O: 3.821 -1.942 -11.252
O: 2.776 -1.026 -9.468
H: 4.106 -1.507 -7.109
H: 2.456 -1.035 -6.576
H: 3.589 0.024 -6.359
H: 2.219 0.548 -8.364
H: 5.023 0.957 -8.541
H: 3.768 1.731 -9.369
C: 3.994 -7.987 -0.020
Cl: 3.260 -6.378 -0.551
Cl: 3.158 -9.338 -0.785
H: 5.038 -8.007 -0.332
H: 3.864 -8.094 1.057
C: 3.355 6.117 3.081
Cl: 4.773 5.180 3.372
Cl: 2.366 5.391 1.753
H: 2.734 6.187 3.974
H: 3.636 7.159 2.934
C: -2.125 -4.160 7.578
Cl: -3.506 -5.079 7.058
Cl: -1.482 -4.829 9.079
H: -1.381 -4.148 6.782
H: -2.513 -3.156 7.748
C: 0.782 0.801 10.039
C: 1.973 1.625 9.819
O: 1.804 1.919 8.462
C: 0.554 1.934 8.150
O: 0.074 2.365 7.124
O: -0.126 1.570 9.210
F: 3.035 0.930 10.108
H: 0.483 0.771 11.086
H: 0.850 -0.233 9.701
H: 1.867 2.593 10.310
C: -0.253 -0.557 0.641
C: -1.613 -1.129 1.117
O: -2.468 -0.698 0.119
C: -1.757 -0.414 -1.013
O: -2.245 -0.012 -2.080
O: -0.496 -0.375 -0.725
F: -1.938 -0.706 2.320
H: 0.605 -1.175 0.904
H: -0.199 0.465 1.016
H: -1.656 -2.218 1.129
C: 0.054 6.756 -4.586
C: -0.223 5.246 -4.472
O: 1.017 4.680 -4.763
C: 1.804 5.555 -5.381
O: 2.877 5.289 -5.916
O: 1.269 6.833 -5.300
F: -1.036 4.842 -5.489
H: 0.323 7.099 -3.587
H: -0.812 7.258 -5.018
H: -0.789 5.001 -3.573
C: 5.252 -4.627 8.711
C: 5.696 -5.614 7.668
O: 5.020 -5.250 6.476
C: 4.144 -4.330 6.774
O: 3.377 -3.780 5.990
O: 4.115 -4.095 8.073
F: 5.352 -6.844 8.098
H: 5.907 -3.789 8.949
H: 5.070 -5.184 9.630
H: 6.775 -5.668 7.519



The highest largest force on an atom belongs to which entry?
C31H42Cl6F4O24



Which formula does entry 7 have?
C31H42Cl6F4O24